C24H45FP2Pt as an isolated structure in a non-equilibrium geometry, computed with ωB97M-V with the def2-TZVPD basis set.

Each line ends with the Löwdin spin population.
Cartesian coordinates (Å):
Pt 0.47274 0.98808 -0.54846  0.809
C 1.57756 -2.14304 -0.12312  0.277
C 2.30509 -1.06473 -0.65920  0.353
C 1.83913 -0.60834 1.57161  0.337
C 1.33617 -1.86264 1.25360  0.273
C 2.35569 0.04124 0.33758  0.275
C 1.27862 -3.40857 -0.84078  0.038
H 0.97530 -3.21495 -1.88368  0.006
H 0.48338 -3.98107 -0.34361  0.002
H 2.16419 -4.06411 -0.88989  0.016
C 0.95348 -2.84252 2.31129  0.035
H 0.53279 -3.74766 1.89827  0.000
H 0.26287 -2.38064 3.01346  0.008
H 1.83736 -3.14022 2.88509  0.014
C 1.97492 -0.08633 2.94459  0.042
H 2.86403 -0.58518 3.38121  0.019
H 1.11762 -0.34993 3.58821  0.007
H 2.14069 1.00964 2.98641  0.001
C 3.50468 1.00235 0.42048  0.049
H 4.50469 0.55026 0.28358  0.014
H 3.51957 1.52210 1.38711  0.000
H 3.38317 1.75526 -0.36585  0.012
C 3.07000 -1.09134 -1.93443  0.041
H 3.95809 -1.74499 -1.85757  0.016
H 3.43660 -0.09197 -2.20142  0.001
H 2.44686 -1.49699 -2.75664  0.009
C -1.40227 0.66206 -1.55812  0.306
C -0.40985 -0.17847 -2.08614  0.235
C 0.16499 0.04794 -3.48288  0.031
C 1.25900 1.13331 -3.49467  0.018
C 1.43164 1.83435 -2.18122  0.088
C 0.43103 2.73435 -1.67588  0.167
C -0.87153 3.02870 -2.42387  0.035
C -1.91398 1.90387 -2.33008  0.051
H -0.63913 0.31245 -4.20157  0.007
H 1.05142 1.87327 -4.26864  0.003
H 0.59991 -0.89293 -3.86000  0.002
H -2.25155 1.61665 -3.34573  0.014
H -2.21029 0.23692 -0.96808  0.020
H -0.42474 -1.22899 -1.81388  0.022
H -2.81311 2.30576 -1.82688  0.000
H -1.30251 3.95606 -2.01887  0.000
H 0.79174 3.61190 -1.11967  0.014
H -0.64323 3.24606 -3.47479  0.007
H 2.20862 0.67283 -3.76413  0.001
H 2.45790 2.07465 -1.90988  0.011
P -2.42400 -1.92304 0.98223  0.017
C -2.28241 -3.45604 1.81887  0.004
H -3.30001 -3.83154 1.66880  0.001
H -2.00549 -3.29086 2.88183  0.000
H -1.53464 -4.07826 1.29063  0.000
C -3.79020 -0.82959 1.15920  0.004
H -4.59010 -1.56876 1.10857  0.001
H -3.84365 -0.12492 0.31248  0.001
H -3.75533 -0.28773 2.12303  0.000
C -2.40191 -2.36229 -0.73770  0.013
H -2.51808 -1.54921 -1.46417  0.004
H -3.34311 -2.93289 -0.76846  0.002
H -1.58324 -3.02957 -1.03858  0.001
P -0.72020 1.78377 1.74672  0.100
C 0.66654 2.97072 1.62048  0.058
H 0.26655 3.98405 1.59394  0.005
H 1.23083 2.78500 0.67652  0.021
H 1.37992 2.82478 2.43681  0.002
C -2.12388 2.65542 1.00018  0.014
H -1.93023 2.83587 -0.06460  0.005
H -2.31663 3.59494 1.51642  0.001
H -3.00233 2.00717 1.06737  0.001
C -1.07750 1.74051 3.54249  0.032
H -1.23523 2.77041 3.89674  0.006
H -0.24674 1.27562 4.09066  0.001
H -1.98483 1.14632 3.71909  0.000
F -1.34346 -1.02432 1.76758  0.016

Force components x, y, z for each atom (eV/Å):
Pt 0.0140 -0.0535 2.5274
C -0.0746 -0.1200 0.8773
C 0.9432 0.9506 0.3631
C 0.2420 1.8128 -0.9055
C -0.0719 -1.5396 -0.5500
C 0.5658 -2.4588 0.2389
C -0.1402 -0.2080 -0.2205
H 0.1084 -0.0626 0.3264
H 0.2420 0.1018 -0.1201
H -0.2030 0.1981 0.0288
C 0.1048 0.2274 -0.1170
H -0.1120 -0.2196 -0.0330
H -0.0610 -0.1470 0.1167
H 0.0044 0.0351 -0.0310
C 0.2616 0.2872 0.4306
H -0.2984 0.3112 0.0525
H 0.3478 0.0695 -0.3188
H -0.0612 -0.8004 -0.0188
C -0.1227 0.7336 -0.1645
H -0.5656 -0.1634 -0.0101
H -0.0471 -0.0934 -0.2944
H 0.3728 -0.0142 0.2918
C -0.1067 0.0114 -0.2469
H -0.3429 0.1276 0.0952
H -0.1553 -0.3396 0.0488
H 0.3667 0.2302 0.3458
C -2.6031 1.2009 -0.4402
C 0.7362 -1.8101 -1.6566
C -0.0203 0.0650 -0.3501
C 0.0263 -0.3906 -0.4983
C 0.1347 0.9620 -0.2827
C 0.4437 1.6326 -0.8758
C 0.1603 0.1195 0.0826
C -0.1749 -0.3193 0.1084
H 0.3162 -0.1819 0.4050
H 0.0418 0.0962 -0.0902
H -0.2546 0.2977 0.1573
H 0.1429 -0.0355 0.4378
H 0.2285 -0.0323 0.2196
H -0.1520 0.0407 0.0444
H 0.3789 -0.3777 -0.2109
H 0.1899 -0.2696 -0.1081
H -0.0372 -0.4449 -0.1700
H 0.0769 -0.0211 0.1428
H -0.0589 0.0991 -0.1092
H -0.1557 0.0998 -0.2666
P 1.9607 1.9235 0.3878
C -0.3113 0.0481 0.4797
H 0.1632 -0.7822 0.4957
H -0.4372 -0.3640 -0.6694
H -0.5662 0.2637 0.3330
C -0.4645 -0.3571 0.4364
H -0.8961 0.5767 0.1153
H 0.0122 -0.4375 0.3354
H -0.2220 -0.4631 -0.4936
C 0.2340 -0.0665 -0.5735
H 0.1334 -0.2137 0.4356
H 0.0596 -0.1799 -0.0619
H -0.2567 0.1919 0.2175
P 0.8442 -0.4749 -0.9463
C 0.2879 0.1481 -0.0340
H 0.3125 0.1979 0.1357
H -0.2818 0.3868 0.7909
H -0.2520 0.3050 0.0212
C -0.1440 0.1721 0.1024
H 0.0328 0.0335 0.5364
H -0.1916 0.0723 -0.0229
H -0.0458 0.1932 0.0373
C -0.1944 0.1589 0.0461
H 0.0108 -0.3328 0.0966
H -0.2793 0.2481 -0.1720
H 0.2098 0.2092 0.0260
F -0.3487 -1.0645 -1.3069

The LUMO energy (alpha / beta) comes out at -5.40 / -8.31 eV. Its spin multiplicity is 5. As for the charge: +2. Its gap between HOMO and LUMO (alpha / beta) is 4.3 / 5.4 eV.

=====

A 3-piece molecular cluster, C24H45N2O2 overall in a non-equilibrium geometry, computed with ωB97M-V with the def2-TZVPD basis set.

Each line ends with the Löwdin spin population.
Cartesian coordinates (Å):
C 1.64182 3.08349 -1.53343  0.006
C 1.83479 1.92645 -1.88760  0.003
C 2.13352 0.38461 -2.14373  0.001
N 1.00518 -0.32925 -1.42785  0.001
C 1.10890 -1.56741 -1.57858  0.000
O 1.27670 -2.63970 -2.06330  0.000
C 2.09026 0.19736 -3.72494  0.015
C 3.40388 0.64131 -4.51375  0.026
C 3.70051 -0.41220 -5.70133  0.003
C 3.05777 2.01956 -5.28805  -0.003
N 4.59516 0.93373 -3.67290  0.332
O 4.64938 2.17320 -3.26324  0.573
C 4.73850 0.02624 -2.50831  0.023
C 5.00044 -1.50493 -2.86575  0.000
C 6.06284 0.52031 -1.72543  0.001
C 3.54722 0.09694 -1.45371  0.014
H 1.17847 4.01037 -1.10221  0.000
H 1.81461 -0.84452 -4.07091  0.001
H 1.24986 0.87271 -4.09978  0.001
H 2.99184 -0.28958 -6.56999  0.000
H 3.47782 -1.44695 -5.26709  0.000
H 4.78589 -0.43180 -6.00554  0.001
H 4.02142 2.45782 -5.71369  0.000
H 2.43950 1.74777 -6.20906  0.000
H 2.50575 2.75557 -4.63261  0.000
H 5.52040 -1.59116 -3.87773  0.001
H 4.00875 -2.06676 -2.92098  0.000
H 5.69628 -1.95508 -2.08786  0.000
H 6.41915 -0.25423 -0.97213  0.000
H 5.89751 1.47582 -1.15094  -0.001
H 6.86757 0.75061 -2.49954  0.000
H 3.78218 0.97302 -0.76332  0.002
H 3.58658 -0.82868 -0.81099  0.001
C -3.85421 4.48345 3.07911  0.000
C -3.97872 3.12335 2.40340  0.000
C -2.89292 2.13436 2.82799  0.000
C -1.46026 2.54451 2.47871  0.000
C -1.19857 2.80285 0.99434  0.000
C -1.41237 1.57347 0.12115  0.000
H -2.92278 4.98502 2.80750  0.000
H -4.67919 5.13223 2.77411  0.000
H -3.88891 4.38362 4.16695  0.000
H -3.97808 3.25121 1.31669  0.000
H -4.95363 2.69677 2.66149  0.000
H -3.11158 1.15947 2.37901  0.000
H -2.95320 1.98500 3.91203  0.000
H -0.78143 1.75751 2.82652  0.000
H -1.19065 3.44296 3.04411  0.000
H -0.16115 3.13426 0.87983  0.000
H -1.82452 3.62482 0.63284  0.000
H -0.76802 0.75135 0.44106  0.000
H -1.17051 1.80465 -0.91884  0.000
H -2.44986 1.23237 0.15119  0.000
C -2.94840 -5.60590 2.40873  0.000
C -3.70931 -4.87098 3.50552  0.000
C -4.43934 -3.62416 3.00538  0.000
C -3.53998 -2.52431 2.43493  0.000
C -2.46721 -1.99685 3.38883  0.000
C -3.04006 -1.33937 4.63772  0.000
H -2.15246 -4.98840 1.98669  0.000
H -2.48544 -6.50980 2.81262  0.000
H -3.62033 -5.90435 1.60009  0.000
H -3.02452 -4.61446 4.31952  0.000
H -4.44943 -5.55599 3.93183  0.000
H -5.03793 -3.21543 3.82603  0.000
H -5.15582 -3.91923 2.23060  0.000
H -4.17490 -1.68879 2.11882  0.000
H -3.05131 -2.88906 1.52524  0.000
H -1.86281 -1.25717 2.85258  0.000
H -1.78292 -2.80052 3.67703  0.000
H -3.69785 -0.50759 4.37275  0.000
H -2.23153 -0.94509 5.25856  0.000
H -3.60645 -2.04850 5.24488  0.000

Force components x, y, z for each atom (eV/Å):
C -0.9262 -1.1018 0.1152
C 0.1855 -0.1438 0.5856
C 0.2777 2.5682 0.2679
N 0.6876 -2.4964 -0.0980
C 0.6573 0.8442 -2.7554
O -0.7195 1.5198 2.0620
C -0.4606 0.0735 -0.2642
C -1.0754 1.2853 -2.9000
C -0.1010 -1.1743 1.5979
C 0.3642 -0.5505 -0.5906
N -1.7300 0.1695 1.7435
O 0.3188 -0.7944 -0.7122
C 2.1946 -1.2851 2.2404
C -0.1888 0.3170 -0.9339
C 0.0509 0.2415 -0.2652
C 0.4343 1.0784 -0.2869
H 1.1030 -1.3668 -0.9279
H 0.3810 0.9379 0.8608
H 1.0407 -0.9980 0.5543
H 0.9392 0.1301 0.9602
H 0.4262 1.1799 -0.7434
H -1.2225 0.3548 0.1218
H -1.2858 -0.3939 0.8045
H 0.5024 0.3858 1.4169
H 0.8247 -0.7968 -0.7801
H -0.6483 0.0591 1.3325
H 1.3957 0.5181 0.0840
H -1.1668 0.4836 -0.9421
H -0.4674 0.8327 -1.1262
H -0.0090 -0.9848 -0.7566
H -0.8919 -0.5282 1.0847
H -0.5356 -1.1865 -0.8780
H -0.3294 0.7995 -0.8914
C -0.0905 0.0754 -0.1388
C -0.0108 -0.0373 0.1450
C -0.0098 -0.1107 -0.0838
C 0.0160 0.1571 0.0504
C 0.0473 -0.1006 0.0598
C -0.0634 0.1115 -0.1098
H -0.0268 -0.0075 0.0533
H 0.0716 0.0195 0.0689
H 0.0471 0.0176 -0.0325
H 0.0257 -0.0406 0.0235
H 0.0438 -0.0132 -0.0680
H 0.0304 0.0137 0.0174
H -0.0203 0.0142 -0.0337
H -0.0128 0.0202 -0.0352
H -0.0235 -0.0454 0.0108
H -0.0528 0.0041 0.0265
H -0.0068 0.0078 0.0532
H -0.0383 0.0311 -0.0489
H 0.0259 -0.1286 0.0509
H 0.0148 -0.0099 0.0245
C 0.1117 -0.0702 0.1280
C -0.1128 -0.0367 -0.1008
C -0.0439 0.0757 0.1176
C 0.0877 -0.0678 -0.0950
C -0.0901 0.1020 -0.0802
C 0.1462 -0.0168 0.0836
H -0.0409 -0.0352 -0.0277
H -0.0020 0.0309 -0.0967
H 0.0450 0.0403 -0.0032
H -0.0369 0.0310 -0.0158
H 0.0403 0.0644 0.0367
H 0.0165 0.0063 -0.0410
H 0.0299 -0.0131 0.0329
H 0.0347 -0.0098 0.0204
H -0.0404 0.0065 0.0244
H 0.0047 -0.0664 0.0027
H -0.0216 -0.0063 -0.0355
H -0.0094 -0.0526 0.0298
H -0.0994 0.0216 0.0181
H -0.0115 0.0403 -0.0122

The LUMO energy (alpha / beta) comes out at 0.34 / -0.18 eV. Its spin multiplicity is 2. Its gap between HOMO and LUMO (alpha / beta) is 9.3 / 9.6 eV.